<1>
ORCA calculation (the ωB97M-V functional and the def2-TZVPD basis) on the ion C4H9N2 with charge +1.

Geometry (Å):
C (-1.096, 1.089, -0.430)
N (-0.465, -0.204, -0.258)
C (-1.450, -1.144, 0.216)
N (0.799, -0.258, -0.003)
C (1.888, -0.882, 0.345)
C (2.091, 0.605, 0.108)
H (-0.301, 1.859, -0.194)
H (-1.343, 1.419, -1.431)
H (-1.776, 1.191, 0.344)
H (-1.837, -0.834, 1.275)
H (-2.401, -1.137, -0.434)
H (-0.880, -2.163, 0.098)
H (2.322, -1.796, 0.372)
H (1.938, 1.422, 0.845)
H (2.510, 0.834, -0.854)

SMILES: CN(C)[N+]1=CC1
Total charge: +1
Lowest unoccupied orbital energy in eV: -4.33

=====

<2>
ORCA calculation (the ωB97M-V functional and the def2-TZVPD basis) on the ion C4H9N2 with charge +1.

Geometry (Å):
C (2.330, 0.256, 0.183)
C (0.927, 0.683, -0.233)
C (-0.071, -0.452, -0.022)
N (-1.398, -0.122, 0.008)
N (-2.335, 0.945, 0.118)
C (-2.794, -0.435, -0.016)
H (2.593, -0.698, -0.268)
H (3.062, 0.994, -0.138)
H (2.419, 0.157, 1.262)
H (0.922, 0.958, -1.293)
H (0.621, 1.573, 0.321)
H (0.048, -1.264, -0.761)
H (0.145, -0.955, 0.943)
H (-3.221, -0.921, 0.860)
H (-3.248, -0.719, -0.963)

SMILES: CCC[N+]1=NC1
Total charge: +1
Lowest unoccupied orbital energy (alpha / beta) in eV: -7.43 / -7.43

=====

Energy ordering: <2> at the bottom, the next structure 8.0 kcal/mol above.

=====

<1>
ORCA calculation (the ωB97M-V functional and the def2-TZVPD basis) on the ion C4H9N2 with charge +1.

Geometry (Å):
C (0.223, -0.334, 1.239)
C (-0.142, 0.335, -0.141)
C (0.936, 0.763, -1.000)
C (-1.242, -1.141, -0.256)
N (0.821, 1.749, -1.872)
N (-0.941, -1.208, 1.293)
H (1.076, -0.943, 1.235)
H (0.306, 0.262, 2.150)
H (-0.909, 1.127, 0.113)
H (1.620, -0.046, -1.170)
H (-0.751, -1.820, -0.866)
H (1.313, 1.700, -2.736)
H (0.072, 2.388, -1.638)
H (-0.706, -2.049, 1.814)
H (-1.675, -0.784, 1.835)

Total charge: +1
Lowest unoccupied orbital energy (alpha / beta) in eV: -4.94 / -4.94

=====

<2>
ORCA calculation (the ωB97M-V functional and the def2-TZVPD basis) on a cluster of 2 separate species, C4H9N2 in total.

Geometry (Å):
C (2.322, 0.799, 0.435)
C (1.378, 0.104, 0.175)
C (-0.277, -0.780, -1.430)
C (-0.972, 1.449, 0.589)
N (-0.238, -1.552, 0.730)
N (0.157, -0.487, -0.027)
H (3.202, 1.438, 0.475)
H (-0.200, -1.803, -1.564)
H (-1.361, -0.457, -1.468)
H (0.466, -0.150, -1.973)
H (-1.647, 1.506, -0.326)
H (-1.279, 0.989, 1.573)
H (-0.203, 2.187, 0.404)
H (-1.258, -1.713, 0.611)
H (-0.091, -1.531, 1.797)

Total charge: +1
Lowest unoccupied orbital energy (alpha / beta) in eV: -6.31 / -5.47

=====

Energy ordering: <1> at the bottom, the next structure 47.7 kcal/mol above.

=====

<1>
ORCA calculation (the ωB97M-V functional and the def2-TZVPD basis) on a cluster of 2 separate species, C4H9N2 in total.

Geometry (Å):
C (-1.619, 0.408, 0.093)
C (-1.012, -0.011, -1.245)
C (-0.452, -0.378, 0.072)
C (1.720, 1.706, 0.096)
N (-2.556, 1.119, 0.492)
N (-0.407, -1.751, 0.503)
H (-1.541, -0.745, -1.708)
H (-0.448, 0.644, -2.069)
H (0.866, 2.345, 0.089)
H (1.850, 1.316, -0.866)
H (2.370, 1.591, 0.903)
H (-2.827, 1.253, 1.428)
H (-1.309, -2.393, 0.296)
H (-0.325, -1.668, 1.525)
H (0.274, -2.311, -0.118)

Total charge: +1
Lowest unoccupied orbital energy (alpha / beta) in eV: -6.21 / -4.14

=====

<2>
ORCA calculation (the ωB97M-V functional and the def2-TZVPD basis) on a structure of composition C4H9N2.

Geometry (Å):
C (-1.068, -0.165, 0.157)
C (0.874, -0.081, 0.052)
C (-2.463, -0.068, 0.290)
C (2.319, 0.094, 0.393)
N (-0.160, 0.848, 0.304)
N (-0.156, -1.054, -0.174)
H (1.110, 0.024, -2.574)
H (-2.721, 0.159, 1.353)
H (-3.066, -0.899, -0.147)
H (-2.592, 0.882, -0.256)
H (2.536, 0.170, 1.463)
H (2.870, 0.940, -0.123)
H (2.925, -0.682, 0.018)
H (-0.371, 1.837, 0.410)
H (-0.330, -2.010, -0.126)

Total charge: +1
Lowest unoccupied orbital energy (alpha / beta) in eV: -5.00 / -3.95

=====

Energy ordering: <2> at the bottom, the next structure 47.0 kcal/mol above.

=====

<1>
ORCA calculation (the ωB97M-V functional and the def2-TZVPD basis) on the ion C4H9N2 with charge +1.

Geometry (Å):
C (-1.789, 1.812, -1.240)
C (-1.025, 0.873, -0.967)
C (-0.211, -0.651, -0.484)
N (1.202, -0.334, -0.728)
C (-0.179, -0.902, 0.980)
N (0.522, 0.343, 1.492)
H (-2.301, 2.493, -1.806)
H (-0.640, -1.338, -1.200)
H (1.740, -1.145, -0.781)
H (1.472, 0.157, -1.622)
H (1.457, 0.128, 0.210)
H (0.341, -1.869, 1.114)
H (-1.193, -1.006, 1.432)
H (-0.074, 1.108, 1.125)
H (0.678, 0.332, 2.474)

SMILES: C#C[C@@H]([NH3+])CN
Total charge: +1
Lowest unoccupied orbital energy in eV: -3.37

=====

<2>
ORCA calculation (the ωB97M-V functional and the def2-TZVPD basis) on a structure of composition C4H9N2.

Geometry (Å):
C (-0.872, -1.050, 1.504)
C (-0.899, 0.628, -1.358)
C (0.268, 0.363, -0.871)
C (1.164, 1.309, -0.036)
N (-1.688, -1.104, 2.305)
N (0.728, -1.090, -0.614)
H (-1.604, -0.012, -1.918)
H (-1.168, 1.578, -1.153)
H (2.068, 0.733, 0.247)
H (0.791, 1.547, 0.934)
H (1.424, 2.311, -0.523)
H (-2.349, -1.330, 3.062)
H (1.697, -1.066, -0.792)
H (0.302, -1.638, -1.340)
H (0.139, -1.180, 0.553)

Total charge: +1
Lowest unoccupied orbital energy in eV: -3.22

=====

Energy ordering: <2> at the bottom, the next structure 20.5 kcal/mol above.

=====

<1>
ORCA calculation (the ωB97M-V functional and the def2-TZVPD basis) on a structure of composition C36H34Cl2O7P2S3Sr.

Geometry (Å):
Sr (0.813, 1.467, -2.014)
S (1.744, -1.475, -2.154)
P (1.412, -1.364, -0.169)
C (1.149, 0.141, 0.486)
P (-0.273, 0.751, 1.078)
S (-1.674, 1.392, -0.247)
C (-1.136, -0.287, 2.342)
C (-2.431, -0.758, 2.167)
C (-3.025, -1.560, 3.136)
C (-2.335, -1.889, 4.293)
C (-1.038, -1.421, 4.475)
C (-0.444, -0.632, 3.503)
C (0.114, 2.213, 2.122)
C (1.399, 2.738, 2.137)
C (1.691, 3.865, 2.898)
C (0.701, 4.463, 3.662)
C (-0.588, 3.939, 3.656)
C (-0.880, 2.825, 2.884)
C (0.040, -2.542, 0.205)
C (0.027, -3.335, 1.352)
C (-1.069, -4.134, 1.651)
C (-2.172, -4.145, 0.810)
C (-2.176, -3.348, -0.327)
C (-1.078, -2.556, -0.629)
C (2.812, -2.201, 0.682)
C (3.450, -3.303, 0.120)
C (4.491, -3.928, 0.792)
C (4.908, -3.452, 2.030)
C (4.277, -2.352, 2.593)
C (3.232, -1.731, 1.919)
H (-2.961, -0.490, 1.261)
H (-4.029, -1.937, 2.977)
H (-2.799, -2.514, 5.047)
H (-0.488, -1.679, 5.374)
H (0.572, -0.276, 3.635)
H (2.154, 2.247, 1.534)
H (2.693, 4.278, 2.884)
H (0.926, 5.342, 4.256)
H (-1.367, 4.407, 4.247)
H (-1.888, 2.427, 2.857)
H (0.879, -3.325, 2.022)
H (-1.065, -4.736, 2.553)
H (-3.035, -4.759, 1.046)
H (-3.046, -3.335, -0.973)
H (-1.076, -1.933, -1.517)
H (3.136, -3.642, -0.860)
H (4.991, -4.779, 0.343)
H (5.731, -3.932, 2.548)
H (4.608, -1.969, 3.552)
H (2.733, -0.854, 2.319)
O (4.101, 4.057, -1.490)
Cl (2.847, 3.960, -2.190)
O (2.851, 2.773, -3.043)
O (2.622, 5.136, -2.972)
O (1.762, 3.757, -1.243)
C (5.790, 0.901, -1.821)
S (5.414, 0.022, -0.288)
C (4.888, 1.420, 0.721)
H (5.038, 1.667, -2.004)
H (5.742, 0.176, -2.632)
H (6.780, 1.360, -1.801)
H (5.731, 2.033, 1.043)
H (4.378, 1.010, 1.593)
H (4.181, 2.035, 0.166)
C (-5.765, 2.213, -3.001)
C (-5.121, 0.857, -3.064)
C (-5.686, -0.246, -2.449)
C (-5.051, -1.477, -2.498)
Cl (-5.799, -2.858, -1.721)
C (-3.835, -1.621, -3.132)
C (-3.251, -0.522, -3.752)
C (-3.904, 0.705, -3.741)
O (-3.447, 1.832, -4.350)
C (-2.256, 1.764, -5.138)
C (-1.004, 1.748, -4.251)
O (-0.663, 2.824, -3.718)
O (-0.440, 0.631, -4.074)
H (-6.678, 2.180, -2.407)
H (-6.006, 2.581, -4.001)
H (-5.079, 2.935, -2.555)
H (-6.624, -0.146, -1.917)
H (-3.324, -2.574, -3.129)
H (-2.262, -0.612, -4.179)
H (-2.264, 2.672, -5.737)
H (-2.280, 0.883, -5.784)

Total charge: -2
Lowest unoccupied orbital energy in eV: 4.06

=====

<2>
ORCA calculation (the ωB97M-V functional and the def2-TZVPD basis) on a structure of composition C36H34Cl2O7P2S3Sr.

Geometry (Å):
Sr (-1.635, 0.252, 1.131)
S (0.514, 1.392, -0.875)
P (0.384, -0.608, -1.264)
C (0.002, -1.613, 0.007)
P (1.089, -2.001, 1.230)
S (2.073, -0.558, 2.239)
C (2.316, -3.277, 0.732)
C (3.500, -3.469, 1.437)
C (4.407, -4.436, 1.032)
C (4.147, -5.212, -0.088)
C (2.974, -5.020, -0.802)
C (2.062, -4.060, -0.390)
C (0.093, -2.949, 2.458)
C (-0.528, -4.135, 2.058)
C (-1.368, -4.818, 2.920)
C (-1.619, -4.314, 4.192)
C (-1.009, -3.140, 4.595)
C (-0.146, -2.468, 3.737)
C (1.908, -1.110, -2.147)
C (1.896, -1.924, -3.277)
C (3.083, -2.417, -3.801)
C (4.292, -2.113, -3.193)
C (4.309, -1.302, -2.065)
C (3.127, -0.795, -1.550)
C (-0.903, -0.800, -2.552)
C (-1.753, -1.898, -2.519)
C (-2.732, -2.055, -3.491)
C (-2.862, -1.118, -4.504)
C (-2.016, -0.016, -4.539)
C (-1.046, 0.145, -3.563)
H (3.705, -2.830, 2.288)
H (5.330, -4.575, 1.586)
H (4.866, -5.958, -0.410)
H (2.773, -5.607, -1.691)
H (1.151, -3.878, -0.949)
H (-0.365, -4.508, 1.054)
H (-1.849, -5.733, 2.593)
H (-2.306, -4.826, 4.854)
H (-1.223, -2.721, 5.571)
H (0.342, -1.550, 4.044)
H (0.954, -2.182, -3.746)
H (3.058, -3.050, -4.682)
H (5.219, -2.511, -3.590)
H (5.248, -1.072, -1.576)
H (3.133, -0.173, -0.661)
H (-1.639, -2.604, -1.704)
H (-3.403, -2.906, -3.447)
H (-3.632, -1.235, -5.259)
H (-2.128, 0.732, -5.316)
H (-0.408, 1.020, -3.553)
O (-4.561, 0.707, 3.563)
Cl (-3.646, -0.368, 3.392)
O (-3.715, -0.874, 2.027)
O (-3.897, -1.408, 4.328)
O (-2.273, 0.117, 3.535)
C (-1.090, 3.148, 4.713)
S (0.169, 4.183, 3.952)
C (1.219, 2.916, 3.217)
H (-1.560, 2.500, 3.978)
H (-1.854, 3.810, 5.122)
H (-0.684, 2.540, 5.521)
H (1.906, 2.479, 3.941)
H (1.793, 3.366, 2.410)
H (0.631, 2.103, 2.790)
C (-0.505, 4.429, -3.563)
C (-0.435, 5.056, -2.205)
C (0.602, 5.895, -1.839)
C (0.663, 6.401, -0.549)
Cl (1.985, 7.465, -0.120)
C (-0.272, 6.058, 0.403)
C (-1.323, 5.219, 0.050)
C (-1.425, 4.752, -1.255)
O (-2.438, 3.985, -1.733)
C (-3.492, 3.563, -0.869)
C (-3.034, 2.346, -0.042)
O (-3.092, 1.230, -0.599)
O (-2.552, 2.554, 1.094)
H (0.373, 4.691, -4.154)
H (-1.403, 4.743, -4.101)
H (-0.551, 3.343, -3.462)
H (1.379, 6.139, -2.550)
H (-0.172, 6.402, 1.423)
H (-2.010, 4.874, 0.807)
H (-4.287, 3.253, -1.545)
H (-3.831, 4.386, -0.235)

Total charge: -2
Lowest unoccupied orbital energy in eV: 4.12

=====

Energy ordering: <1> at the bottom, the next structure 13.0 kcal/mol above.

=====

<1>
ORCA calculation (the ωB97M-V functional and the def2-TZVPD basis) on a cluster of 2 separate species, C5H15NO in total.

Geometry (Å):
C (0.998, -1.456, -0.753)
C (0.678, -1.405, -2.269)
C (1.255, -0.058, -0.217)
N (0.134, 0.904, -0.480)
C (-1.122, 0.448, 0.059)
C (0.527, 2.256, -0.064)
H (1.895, -2.032, -0.530)
H (0.218, -1.876, -0.138)
H (-0.379, -1.276, -2.424)
H (1.155, -0.495, -2.630)
H (0.973, -2.326, -2.750)
H (2.144, 0.458, -0.574)
H (1.354, -0.128, 0.869)
H (-1.928, 1.173, -0.042)
H (-1.029, 0.190, 1.119)
H (-1.440, -0.424, -0.432)
H (1.444, 2.594, -0.534)
H (-0.278, 2.931, -0.349)
H (0.638, 2.176, 1.019)
H (-3.158, -0.511, 3.848)
H (-1.759, -0.183, 3.613)
O (-2.321, -0.958, 3.660)

Total charge: +1
Spin multiplicity: 2
Lowest unoccupied orbital energy (alpha / beta) in eV: -2.92 / -7.67

=====

<2>
ORCA calculation (the ωB97M-V functional and the def2-TZVPD basis) on a cluster of 2 separate species, C5H15NO in total.

Geometry (Å):
C (0.715, 3.199, -1.807)
N (0.793, 1.797, -1.255)
C (0.277, 1.122, 0.016)
C (-0.026, -0.339, -0.261)
C (-1.289, -0.423, -1.045)
C (-0.262, -1.092, 1.099)
H (0.662, 3.127, -2.915)
H (-0.228, 3.721, -1.271)
H (1.580, 3.738, -1.436)
H (0.526, 1.267, -2.111)
H (1.190, 1.314, 0.732)
H (-0.660, 1.615, 0.537)
H (0.947, -0.464, -0.771)
H (-1.286, 0.016, -2.122)
H (-1.654, -1.567, -1.399)
H (-2.162, -0.096, -0.553)
H (0.734, -1.078, 1.595)
H (-1.057, -0.598, 1.811)
H (-0.577, -2.178, 0.883)
H (0.604, -4.986, 3.030)
H (0.411, -3.606, 3.465)
O (0.761, -4.488, 3.778)

Total charge: +1
Spin multiplicity: 2
Lowest unoccupied orbital energy (alpha / beta) in eV: -3.20 / -7.93

=====

<3>
ORCA calculation (the ωB97M-V functional and the def2-TZVPD basis) on a cluster of 2 separate species, C5H15NO in total.

Geometry (Å):
C (0.409, -1.501, 0.186)
N (-0.559, -0.429, 0.274)
C (-0.830, 0.026, -1.132)
C (-1.720, 1.228, -1.286)
C (-0.157, 0.543, 1.280)
C (-0.037, -2.693, 1.079)
H (0.543, -2.023, -0.815)
H (1.434, -1.192, 0.371)
H (0.162, 0.041, -1.674)
H (-1.299, -0.871, -1.549)
H (-1.288, 2.008, -1.919)
H (-2.162, 1.704, -0.387)
H (-2.729, 0.995, -1.704)
H (-0.642, 1.498, 0.942)
H (-0.321, 0.409, 2.324)
H (0.829, 0.704, 0.871)
H (0.870, -3.321, 1.360)
H (-0.626, -3.366, 0.436)
H (-0.503, -2.402, 2.010)
H (2.238, 3.169, -0.608)
H (3.650, 2.694, -0.176)
O (2.738, 2.779, 0.115)

Total charge: +1
Spin multiplicity: 2
Lowest unoccupied orbital energy (alpha / beta) in eV: -2.68 / -7.26

=====

Energy ordering: <1> at the bottom, the next structure 18.6 kcal/mol above.

=====

<1>
ORCA calculation (the ωB97M-V functional and the def2-TZVPD basis) on the ion CH7N2O2Si with charge +1.

Geometry (Å):
O (-2.952, 0.514, 0.175)
N (-1.813, -0.197, 0.032)
C (-0.623, 0.392, -0.029)
N (0.516, -0.279, 0.092)
O (0.426, -1.615, 0.126)
Si (2.213, 0.487, 0.106)
H (-3.535, 0.406, -0.549)
H (-1.779, -1.260, 0.217)
H (-0.572, 1.507, -0.082)
H (0.879, -1.907, -0.755)
H (3.182, -0.447, -0.195)
H (2.152, 1.608, -0.718)
H (1.906, 0.791, 1.580)

SMILES: O/[NH+]=C/N(O)[SiH3]
Total charge: +1
Lowest unoccupied orbital energy in eV: -3.71

=====

<2>
ORCA calculation (the ωB97M-V functional and the def2-TZVPD basis) on the ion CH7N2O2Si with charge +1.

Geometry (Å):
O (-2.909, -0.682, 0.046)
N (-1.794, 0.169, 0.026)
C (-0.616, -0.358, 0.200)
N (0.477, 0.301, 0.032)
O (0.460, 1.716, 0.059)
Si (2.079, -0.592, 0.004)
H (-3.610, -0.274, -0.437)
H (-2.043, 1.083, -0.309)
H (-0.367, -1.444, 0.435)
H (1.154, 2.220, -0.372)
H (3.010, 0.577, 0.562)
H (1.598, -1.521, 1.008)
H (2.559, -1.194, -1.253)

SMILES: O/[NH+]=C/N(O)[SiH3]
Total charge: +1
Lowest unoccupied orbital energy in eV: -3.87

=====

Energy ordering: <1> at the bottom, the next structure 4.8 kcal/mol above.